ORCA calculation (ωB97M-V/def2-TZVPD) on a structure of composition H10O5Rb in a non-equilibrium geometry.

```
16
Properties=species:S:1:pos:R:3
Rb 0.712 -0.887 -0.336
O 0.498 1.782 -1.881
H -0.100 1.628 -1.129
H 0.000 1.518 -2.643
O -1.282 1.249 -0.067
H -1.346 1.898 0.661
H -1.768 1.688 -0.771
O 0.050 -0.706 2.381
H 0.158 -1.638 2.607
H -0.844 -0.628 2.079
O -0.505 -3.470 -1.240
H -0.551 -2.910 -2.054
H -1.435 -3.675 -1.127
O 1.992 1.222 0.846
H 1.559 1.397 1.652
H 2.869 1.534 1.026
```

For the gap between HOMO and LUMO, the calculation gives 11.320 eV. The value obtained for the energy relative to the best compared isomer or geometry (same formula, charge and spin) is 0.7891 eV. As for the net charge: +1.

ORCA calculation (ωB97M-V/def2-TZVPD) on a cluster of 6 separate species, H11NO4 in total in a non-equilibrium geometry.

```
16
Properties=species:S:1:pos:R:3
N -2.772 0.871 0.304
H -3.294 1.712 0.299
H -2.256 0.800 1.187
H -2.081 0.946 -0.474
H -0.380 -0.602 -1.369
H -1.119 -1.720 -1.897
O -1.215 -0.857 -1.791
H 1.345 0.619 -1.654
H 0.583 -1.310 0.032
O 1.002 0.337 -0.826
H 2.091 -0.241 0.113
H 3.635 -0.009 0.640
O 2.874 -0.637 0.595
H 0.252 0.417 0.907
H -0.112 -0.586 1.872
O -0.068 0.393 1.799
```

For the gap between HOMO and LUMO, the calculation gives 4.905 eV. The value obtained for the energy relative to the best compared isomer or geometry (same formula, charge and spin) is 7.3493 eV. As for the net charge: 0.

ORCA calculation (ωB97M-V/def2-TZVPD) on a cluster of 5 separate species, H11NO4 in total in a non-equilibrium geometry.

```
16
Properties=species:S:1:pos:R:3
N 0.935 1.004 -3.602
H 1.193 1.906 -3.239
H 1.475 0.538 -4.302
H 0.125 1.163 -4.177
O -0.440 0.106 2.029
H -1.223 0.584 2.349
H -0.291 -0.772 1.744
O -0.475 -3.176 1.522
H 0.121 -3.612 0.847
H -1.369 -3.337 1.259
O 0.861 -0.743 -1.298
H 1.702 -0.245 -1.170
H 0.525 -0.421 -2.170
O -0.892 2.741 1.681
H -0.165 2.095 1.220
H -0.731 3.604 1.321
```

For the gap between HOMO and LUMO, the calculation gives 11.159 eV. The value obtained for the energy relative to the best compared isomer or geometry (same formula, charge and spin) is 1.8663 eV. The SMILES is N.O.O.O.O. As for the net charge: 0.

ORCA calculation (ωB97M-V/def2-TZVPD) on a cluster of 6 separate species, H11O6 in total.

```
17
Properties=species:S:1:pos:R:3
O -0.438 -1.011 -0.203
H 0.170 -1.045 -0.951
O -0.987 1.924 -1.387
H -1.304 2.598 -0.773
H -0.487 1.220 -0.927
O -2.782 -2.063 -0.358
H -3.306 -1.324 -0.686
H -1.861 -1.617 -0.304
O 0.675 -0.971 3.877
H -0.021 -0.530 3.377
H 1.290 -1.114 3.136
O 1.871 -0.530 1.091
H 0.996 -0.476 0.586
H 2.292 0.304 0.841
O 1.583 2.504 -2.883
H 1.883 1.596 -2.703
H 0.617 2.356 -2.800
```

For the gap between HOMO and LUMO (alpha / beta), the calculation gives 2.763 / 8.295 eV. The multiplicity is 2. The value obtained for the energy relative to the best compared isomer or geometry (same formula, charge and spin) is 0.0022 eV. The expectation value of S² is 0.75. As for the net charge: -2.

ORCA calculation (ωB97M-V/def2-TZVPD) on a cluster of 7 separate species, H12IO6 in total.

```
19
Properties=species:S:1:pos:R:3
I 0.916 0.723 0.148
O -2.690 0.650 0.317
H -2.940 1.022 1.169
H -1.710 0.595 0.356
O -0.657 4.043 -0.281
H -0.364 3.192 0.097
H -1.563 4.144 0.027
O -0.349 -2.473 -0.865
H -1.271 -2.457 -1.147
H -0.132 -1.528 -0.702
O 0.253 -1.573 2.944
H 0.008 -2.445 2.618
H 0.125 -0.991 2.173
O 4.111 -1.146 1.055
H 3.546 -0.433 0.712
H 4.884 -1.139 0.481
O -0.981 0.229 -3.111
H -0.362 0.157 -2.363
H -0.824 -0.569 -3.626
```

For the gap between HOMO and LUMO, the calculation gives 8.487 eV. The value obtained for the energy relative to the best compared isomer or geometry (same formula, charge and spin) is 0.4425 eV. As for the net charge: -1.

ORCA calculation (ωB97M-V/def2-TZVPD) on a structure of composition H12Li6O10S in a non-equilibrium geometry.

```
29
Properties=species:S:1:pos:R:3
Li 9.705 -5.124 -17.399
Li 9.303 -2.288 -16.554
Li 11.780 -1.704 -18.571
Li 10.703 -3.044 -13.117
Li 13.370 -5.123 -17.848
Li 12.270 -0.108 -15.835
S 12.124 -3.250 -15.999
O 13.134 -4.314 -16.129
O 10.780 -3.769 -16.552
O 11.995 -2.913 -14.583
O 12.511 -2.033 -16.836
O 15.638 -3.741 -15.299
H 16.250 -4.478 -15.444
H 14.740 -4.066 -15.474
O 15.247 -1.147 -16.428
H 15.737 -1.876 -16.005
H 14.474 -1.573 -16.798
O 12.377 -6.270 -14.497
H 13.124 -6.492 -13.917
H 12.736 -5.750 -15.237
O 14.432 -3.068 -12.847
H 13.561 -3.232 -13.210
H 15.068 -3.362 -13.517
O 10.746 -5.011 -12.419
H 10.047 -5.679 -12.365
H 11.318 -5.329 -13.151
O 13.721 -7.006 -17.323
H 14.159 -7.336 -16.523
H 13.233 -7.775 -17.658
```

For the gap between HOMO and LUMO, the calculation gives 5.214 eV. As for the net charge: +4.

Q: What is the net charge in the fifth record?
A: -1

Q: The lowest net charge belongs to which entry?
A: H11O6